Computed, not measured: 6 unconnected molecules or ions with the total composition C14H16Cl4F4O12, with ωB97M-V/def2-TZVPD.

Properties
charge: 0
HOMO level: -11.035 eV
Kohn-Sham gap: 10.890 eV
E_LUMO: -0.146 eV
SMILES string: O=C1OC[C@@H](F)O1.O=C1OC[C@@H](F)O1.O=C1OC[C@@H](F)O1.O=C1OC[C@@H](F)O1.ClCCl.ClCCl

Element x y z (Å)
O  3.2863  -0.5861  -4.2185
C  2.1481  -0.8229  -4.0205
O  1.6591  -1.7287  -3.1466
C  0.3164  -2.0028  -3.5052
C  -0.0942  -0.7229  -4.2216
F  -0.6487  0.1621  -3.3269
O  1.1064  -0.1991  -4.6621
H  0.2397  -2.8811  -4.1533
H  -0.2630  -2.2332  -2.6136
H  -0.8090  -0.8247  -5.0309
O  -4.9855  2.9579  1.3375
C  -4.6087  1.9350  0.8852
O  -5.3104  0.7820  0.8384
C  -4.5804  -0.1963  0.1180
C  -3.1748  0.4073  -0.0142
F  -2.7740  0.3598  -1.3138
O  -3.3573  1.7431  0.3753
H  -4.5545  -1.1304  0.6771
H  -5.0085  -0.3662  -0.8685
H  -2.3951  -0.0281  0.6033
O  -0.9108  6.5150  -1.8161
C  -0.7627  5.5093  -1.2109
O  -0.5389  4.2892  -1.7430
C  -0.2489  3.3752  -0.6959
C  -0.8555  4.0613  0.5217
F  -0.1182  3.8712  1.6440
O  -0.8712  5.4148  0.1551
H  -0.6547  2.3884  -0.9024
H  0.8326  3.2596  -0.5646
H  -1.8777  3.7221  0.7097
O  4.4730  -0.1317  0.5919
C  4.6648  -1.2325  0.9728
O  3.7927  -2.2567  0.8684
C  4.3246  -3.3799  1.5900
C  5.7974  -3.0389  1.6916
F  6.4941  -3.5700  0.6458
O  5.8035  -1.6472  1.6185
H  3.8734  -3.3929  2.5840
H  4.1157  -4.3085  1.0701
H  6.2746  -3.3585  2.6146
Cl  -2.1682  -2.3339  2.3205
C  -2.5159  -1.7011  3.9335
Cl  -4.2425  -1.4857  4.2089
H  -2.1564  -2.4231  4.6577
H  -2.0141  -0.7493  4.0616
Cl  0.3729  -0.4792  -0.3067
C  0.7572  -0.5046  1.4015
Cl  -0.1652  0.7372  2.2757
H  0.5158  -1.4674  1.8359
H  1.8167  -0.3070  1.5273

Atom charges from the Mulliken analysis, given in e for atoms 1 to 8:
1. O -0.484
2. C 0.631
3. O -0.306
4. C -0.420
5. C 0.361
6. F -0.229
7. O -0.320
8. H 0.318

***

Computed, not measured: 9 unconnected molecules or ions with the total composition C33H77BIN8O9, with ωB97M-V/def2-TZVPD.

Properties
charge: -1
HOMO level: -4.401 eV
Kohn-Sham gap: 6.120 eV
E_LUMO: 1.720 eV

Element x y z (Å)
C  -0.1931  -1.1161  0.2660
C  -0.1090  0.4137  -0.1692
C  -0.5887  0.4870  -1.6564
B  -1.0887  1.9604  -2.1842
C  0.1337  2.8595  -2.8626
O  1.3970  2.7851  -2.1723
C  1.4977  3.7229  -1.1264
C  2.8831  4.4506  -1.1326
C  -1.9198  2.8523  -1.0735
C  -3.1430  2.0860  -0.5140
C  -4.0720  1.4847  -1.6088
I  -4.3066  3.4885  0.7324
H  0.4349  -1.3241  1.1519
H  0.0525  -1.7315  -0.6136
H  -1.2558  -1.2968  0.5266
H  0.9380  0.7230  -0.0180
H  -0.7449  0.9562  0.5512
H  0.3024  0.2123  -2.2726
H  -1.3257  -0.3320  -1.8342
H  -1.8599  1.7566  -3.1070
H  -0.2632  3.9098  -2.9215
H  0.2173  2.5223  -3.9209
H  0.7238  4.5158  -1.1654
H  1.3378  3.1781  -0.1739
H  3.2072  4.6512  -0.0994
H  2.8233  5.3908  -1.7110
H  3.6040  3.7894  -1.6419
H  -1.2129  3.0871  -0.2453
H  -2.2566  3.7865  -1.5645
H  -2.8688  1.2584  0.1644
H  -3.8120  0.4503  -1.8768
H  -4.0188  2.1204  -2.5057
H  -5.1179  1.4863  -1.2460
C  2.9356  0.5765  1.9295
O  2.7901  1.7388  1.6210
N  3.4433  0.1455  3.1102
C  3.5910  -1.2629  3.4133
C  3.8504  1.1251  4.0992
H  2.6582  -0.2469  1.2522
H  3.0029  -1.5010  4.3032
H  4.6416  -1.4772  3.6038
H  3.2452  -1.8761  2.5814
H  2.9948  1.7470  4.3702
H  4.6255  1.7690  3.6773
H  4.2345  0.6236  4.9862
C  -4.2972  1.7486  -5.9549
O  -3.8287  0.9579  -5.1667
N  -5.5071  2.3418  -5.8311
C  -5.9771  3.2933  -6.8130
C  -6.3352  2.0138  -4.6856
H  -3.7529  2.0651  -6.8595
H  -6.1525  4.2541  -6.3228
H  -6.9093  2.9407  -7.2623
H  -5.2290  3.4237  -7.5934
H  -5.7971  2.2652  -3.7701
H  -6.5413  0.9409  -4.6852
H  -7.2729  2.5647  -4.7214
C  -10.0185  -0.2309  -5.6262
O  -9.8604  0.9674  -5.7504
N  -9.8756  -0.9264  -4.4726
C  -10.0850  -2.3592  -4.4105
C  -9.5027  -0.2172  -3.2620
H  -10.3036  -0.8696  -6.4781
H  -10.8879  -2.5791  -3.7032
H  -9.1668  -2.8472  -4.0765
H  -10.3584  -2.7494  -5.3900
H  -10.2547  0.5438  -3.0457
H  -8.5420  0.2780  -3.4102
H  -9.4300  -0.9069  -2.4239
C  6.6991  -1.3663  4.9666
O  5.8511  -1.3760  5.8462
N  7.7755  -0.5477  4.9314
C  8.7361  -0.6024  3.8478
C  7.9713  0.4081  6.0054
H  6.6490  -2.0502  4.1068
H  9.7238  -0.8416  4.2497
H  8.7742  0.3677  3.3466
H  8.4525  -1.3656  3.1249
H  8.0555  -0.1225  6.9565
H  7.1114  1.0790  6.0587
H  8.8751  0.9883  5.8319
C  -6.0316  -3.9766  -2.3990
O  -6.8925  -4.0046  -1.5400
N  -4.9646  -3.1510  -2.4055
C  -3.9801  -3.1753  -3.4718
C  -4.7920  -2.2061  -1.3162
H  -6.0599  -4.6480  -3.2732
H  -2.9987  -3.4091  -3.0540
H  -3.9424  -2.1962  -3.9546
H  -4.2387  -3.9288  -4.2151
H  -4.7169  -2.7461  -0.3704
H  -5.6590  -1.5451  -1.2741
H  -3.8922  -1.6180  -1.4732
C  -1.8943  4.8636  -7.7110
O  -2.9997  4.5391  -8.1028
N  -1.5615  5.0667  -6.4185
C  -0.2203  5.4474  -6.0205
C  -2.5781  4.8952  -5.3927
H  -1.0505  5.0146  -8.4036
H  0.1872  4.6895  -5.3480
H  -0.2548  6.4090  -5.5030
H  0.4277  5.5360  -6.8917
H  -2.9616  3.8750  -5.4252
H  -3.4049  5.5838  -5.5811
H  -2.1561  5.0906  -4.4097
C  6.4916  -4.8498  2.9325
O  6.8975  -3.7113  3.0692
N  5.6100  -5.4519  3.7541
C  5.1644  -6.8125  3.5345
C  5.0933  -4.7101  4.8951
H  6.8240  -5.4938  2.1035
H  4.0808  -6.8220  3.3992
H  5.4263  -7.4237  4.4009
H  5.6363  -7.2330  2.6477
H  4.5833  -3.8105  4.5458
H  5.9198  -4.4099  5.5420
H  4.3971  -5.3273  5.4585
C  6.9044  -3.2621  8.4713
O  7.2122  -4.3479  8.0196
N  6.7113  -2.9964  9.7856
C  6.3428  -1.6748  10.2504
C  6.8783  -4.0666  10.7510
H  6.7519  -2.3844  7.8246
H  7.1070  -1.3046  10.9386
H  5.3831  -1.7260  10.7699
H  6.2553  -0.9852  9.4121
H  7.8955  -4.4580  10.6900
H  6.1827  -4.8762  10.5227
H  6.6898  -3.6974  11.7571

Atom charges from the Mulliken analysis, given in e for atoms 1 to 8:
1. C -1.346
2. C 0.550
3. C -0.594
4. B 0.396
5. C -0.384
6. O -0.380
7. C 0.414
8. C -1.425